Molecular formula: C7H15N2
Method: DFT, the ωB97M-V functional and the def2-TZVPD basis

⟨S²⟩: 2.010
Electronic energy in eV: -10469.9339
Lowest unoccupied orbital energy (spin up / spin down) in eV: -2.7 / -7.4
Multiplicity: 3
E_HOMO (spin up / spin down) in eV: -9.226 / -14.120
Largest force on an atom in eV Å⁻¹: 6.21
ΔE to the lowest compared entry with this formula, charge and spin in eV: 1.922
Net charge: +1

Atoms and positions in Å:
C -0.9012 -0.9287 -1.5863
C 0.0255 0.2456 0.8564
C 0.2578 0.9926 -0.3739
C 0.3212 -1.6537 0.3770
C -1.2024 0.4435 1.6191
C -0.0753 2.4939 -0.4398
C 1.7677 -1.8275 -0.0072
N -0.5164 0.3116 -1.6165
N -0.5916 -1.8791 -0.7172
H -1.3654 -1.3557 -2.4772
H 0.9396 0.2317 1.5966
H 1.2537 0.6363 -0.7477
H 0.1127 -2.2321 1.3054
H -1.3419 -0.2306 2.4748
H -2.1070 0.6358 0.9538
H -1.0618 1.4888 2.0737
H 0.2446 2.7606 -1.4897
H 0.3558 3.0604 0.3756
H -1.1691 2.7119 -0.5574
H 1.9768 -1.3550 -1.0056
H 1.8807 -2.9289 -0.2344
H 2.3080 -1.2710 0.8142
H -0.5392 0.8740 -2.4713
H -1.2575 -2.6271 -0.7490